1.
{"formula": "C14H38Br2Cl2N12O7P", "method": "ωB97M-V with the def2-TZVPD basis set", "species": ["C", "C", "C", "P", "Cl", "C", "C", "O", "Cl", "C", "Br", "C", "C", "Br", "H", "H", "H", "H", "H", "H", "H", "H", "H", "H", "H", "H", "H", "H", "C", "O", "N", "N", "H", "H", "H", "H", "C", "O", "N", "N", "H", "H", "H", "H", "C", "O", "N", "N", "H", "H", "H", "H", "C", "O", "N", "N", "H", "H", "H", "H", "C", "O", "N", "N", "H", "H", "H", "H", "C", "O", "N", "N", "H", "H", "H", "H"], "coordinates": [[4.7745, -1.1023, 0.0750], [4.1376, -2.2601, -0.1146], [3.8163, -2.8305, -1.4575], [1.9614, -2.8419, -1.9852], [2.7159, -3.0614, -4.1476], [1.3205, -2.9630, -0.1622], [-0.1171, -3.3480, -0.0988], [-0.7037, -4.1413, -0.7531], [-1.0604, -2.4781, 1.2147], [1.8224, -0.7959, -1.9558], [2.3030, 0.1428, -3.6331], [0.3378, -0.4621, -1.5369], [0.3526, 0.2245, -0.1621], [-0.6855, 0.8387, -2.6445], [4.8243, -0.6604, 1.0649], [5.2891, -0.5802, -0.7247], [3.8775, -2.8083, 0.7866], [4.4264, -2.3173, -2.2003], [4.1089, -3.8851, -1.4561], [0.6188, -2.8583, -2.5069], [1.9857, -4.2730, -2.0696], [1.4023, -2.0189, 0.3718], [1.8379, -3.7629, 0.3703], [2.5076, -0.3138, -1.2677], [-0.3001, -1.3427, -1.5642], [1.2010, -0.1220, 0.4308], [0.4432, 1.3017, -0.2733], [-0.5586, 0.0144, 0.3830], [-3.6784, -4.0271, -3.9257], [-3.4029, -4.7089, -4.8983], [-4.8174, -3.2534, -3.8866], [-2.9113, -3.9657, -2.8059], [-5.0651, -2.6811, -3.1030], [-5.4093, -3.2688, -4.6939], [-2.0592, -4.4971, -2.7780], [-3.1489, -3.4046, -2.0104], [-1.6112, 1.6244, 3.1118], [-0.8848, 0.9735, 2.3849], [-2.6838, 2.3141, 2.6198], [-1.4280, 1.7558, 4.4629], [-3.2744, 2.8868, 3.1926], [-2.8440, 2.2652, 1.6307], [-0.6348, 1.3006, 4.8783], [-2.0394, 2.3078, 5.0347], [3.8387, -6.8152, -2.3206], [3.6904, -6.4993, -1.1547], [5.0167, -6.6152, -2.9898], [2.8422, -7.3875, -3.0602], [5.1524, -6.8610, -3.9506], [5.7624, -6.1787, -2.4826], [1.9590, -7.5264, -2.6071], [2.9471, -7.6431, -4.0223], [1.5700, 3.6991, 4.9930], [1.4688, 2.4889, 5.0259], [2.7367, 4.3503, 5.3089], [0.5265, 4.5065, 4.6333], [2.8369, 5.3460, 5.2806], [3.5207, 3.7829, 5.5693], [-0.3403, 4.0579, 4.3852], [0.5904, 5.5049, 4.5951], [-3.8239, 5.6694, 3.6310], [-3.0421, 4.8684, 4.1198], [-5.0885, 5.8497, 4.1221], [-3.4968, 6.4312, 2.5515], [-5.7445, 6.4959, 3.7282], [-5.3576, 5.2975, 4.9142], [-2.5857, 6.2961, 2.1504], [-4.1258, 7.0848, 2.1270], [-2.2642, 4.6456, -1.7033], [-2.4101, 4.7184, -0.4934], [-1.2231, 5.2461, -2.3531], [-3.1333, 3.9613, -2.5057], [-1.0806, 5.1810, -3.3424], [-0.5583, 5.7436, -1.7926], [-3.8964, 3.4951, -2.0540], [-3.0337, 3.8898, -3.4997]], "atomic_forces_ev_per_a": [[0.1, -0.1, 0.3], [0.3, 0.4, -0.1], [0.5, 0.0, 0.6], [0.1, -0.5, 0.2], [0.1, -0.1, -0.5], [-0.8, 0.6, 0.1], [0.2, -0.3, -0.2], [-0.1, -0.1, 0.0], [-0.1, -0.1, 0.0], [-1.2, 0.0, -0.9], [0.3, -0.3, 0.3], [1.3, 1.0, 0.5], [-0.1, -0.4, -0.2], [-0.3, -0.4, -0.2], [0.3, -0.1, 0.0], [-0.4, 0.2, -0.2], [-0.5, 0.0, -0.1], [-0.3, 0.1, -0.2], [-0.2, -0.1, -0.2], [0.2, 0.3, -0.2], [-0.1, 0.1, 0.2], [0.4, -0.3, 0.2], [0.2, 0.0, -0.1], [-0.1, -0.2, 0.2], [0.1, 0.0, -0.2], [-0.1, 0.0, 0.1], [0.1, 0.0, 0.0], [0.0, 0.2, 0.1], [0.1, 0.1, 0.1], [-0.1, 0.0, 0.0], [-0.1, 0.0, 0.0], [-0.1, -0.2, -0.1], [0.0, 0.0, 0.0], [0.0, 0.0, 0.0], [0.1, 0.1, 0.0], [0.1, 0.0, 0.0], [-0.2, 0.2, -0.2], [0.1, -0.1, 0.4], [-0.3, -0.2, -0.1], [0.0, -0.2, 0.0], [0.2, 0.2, 0.0], [0.1, 0.1, 0.0], [0.1, 0.2, -0.1], [0.0, 0.0, 0.0], [-0.1, 0.2, -0.2], [0.1, -0.1, 0.1], [0.1, -0.2, 0.1], [0.1, -0.3, 0.1], [-0.1, 0.1, 0.0], [0.0, 0.1, 0.0], [0.0, 0.1, 0.0], [0.0, 0.1, 0.0], [-0.3, 0.2, -0.2], [0.2, -0.2, 0.2], [0.0, 0.0, 0.1], [0.0, 0.0, 0.1], [0.0, 0.0, 0.0], [0.0, 0.0, 0.0], [0.0, 0.0, 0.0], [0.0, 0.0, 0.0], [0.0, 0.1, -0.3], [0.0, -0.1, 0.3], [0.0, 0.0, 0.1], [0.1, 0.1, 0.2], [0.0, 0.0, 0.0], [0.0, 0.0, 0.0], [-0.1, -0.2, -0.2], [0.0, -0.1, -0.1], [0.1, -0.2, -0.1], [-0.1, 0.1, 0.1], [-0.1, 0.2, 0.0], [-0.1, 0.2, 0.1], [0.1, -0.1, 0.0], [0.1, -0.1, 0.0], [0.0, -0.1, 0.0], [0.1, -0.1, 0.0]], "relative_energy_kj_mol": 0.0, "total_charge": -1, "lumo_energy_ha": 0.063, "e_tot_ha": -8150.00842, "gap_ev": 6.04}

---

2.
{"formula": "C14H38N2O5", "method": "ωB97M-V with the def2-TZVPD basis set", "species": ["C", "C", "C", "O", "C", "N", "H", "H", "H", "H", "H", "H", "H", "H", "H", "H", "H", "C", "O", "C", "C", "N", "C", "C", "O", "C", "H", "H", "H", "H", "H", "H", "H", "H", "H", "H", "H", "H", "H", "H", "H", "C", "C", "O", "H", "H", "H", "H", "H", "H", "C", "C", "O", "H", "H", "H", "H", "H", "H"], "coordinates": [[5.0078, 1.7623, -1.9745], [4.4765, 3.2181, -2.0292], [3.1562, 3.5076, -1.2662], [2.0111, 2.7347, -1.5580], [1.6483, 2.7392, -2.9129], [5.5157, 4.0508, -1.4140], [5.6904, 1.5823, -2.8050], [4.2068, 1.0503, -1.7752], [5.6847, 1.5094, -1.1585], [4.5603, 3.3516, -3.1077], [2.8714, 4.5556, -1.3592], [3.2931, 3.3825, -0.1921], [1.3463, 3.7717, -3.0884], [0.8078, 2.0853, -3.1459], [2.3980, 2.4008, -3.6281], [5.7219, 3.5643, -0.5532], [5.1449, 4.9434, -1.1211], [-4.0372, -1.2419, -1.7171], [-3.0419, -1.4043, -0.7026], [-2.7447, -2.7995, -0.4180], [-1.5567, -2.9409, 0.5229], [-1.8189, -2.2993, 1.8286], [-0.6626, -1.8292, 2.5423], [0.3834, -2.8800, 3.0010], [1.1558, -3.1704, 1.8345], [2.2317, -4.0808, 2.0822], [-4.4194, -0.2221, -1.6711], [-4.8348, -1.9382, -1.4577], [-3.6369, -1.3501, -2.7251], [-2.4788, -3.2143, -1.3903], [-3.5290, -3.3528, 0.0984], [-0.7712, -2.4488, -0.0507], [-1.3547, -3.9980, 0.6958], [-2.3721, -1.4733, 1.6509], [-0.9922, -1.3503, 3.4643], [-0.1643, -1.0201, 2.0083], [-0.1232, -3.7332, 3.4522], [1.1004, -2.3786, 3.6511], [2.9361, -3.6112, 2.7688], [2.9077, -4.2047, 1.2362], [1.8750, -5.0375, 2.4638], [-1.1367, 0.4988, 0.0417], [-0.6292, 1.0181, -1.2697], [0.4793, 1.8014, -1.0224], [-2.0147, -0.1466, 0.0189], [-1.4973, 1.3526, 0.6155], [-0.2926, 0.0136, 0.5318], [-1.2941, 1.7128, -1.7829], [-0.5244, 0.1779, -1.9561], [1.2746, 1.2826, -1.1639], [-3.7757, 1.3915, 1.5640], [-3.6335, -0.1394, 1.5685], [-2.4565, -0.4127, 2.2249], [-3.6440, 1.6416, 2.6167], [-4.8101, 1.4647, 1.2282], [-2.9732, 1.9433, 1.0745], [-3.5979, -0.4138, 0.5142], [-4.4762, -0.6815, 1.9975], [-2.5910, -0.7353, 3.1191]], "atomic_forces_ev_per_a": [[0.0, -0.1, 1.0], [1.1, -0.7, 0.6], [-0.1, -0.2, -0.9], [5.4, 1.8, -1.6], [-0.2, 1.0, -0.7], [0.2, -0.2, 0.1], [-0.7, -0.4, -0.5], [-0.1, -0.2, -1.0], [0.0, 0.7, 0.7], [-1.2, 0.9, 0.0], [0.2, 0.5, -0.4], [0.4, -0.3, 0.0], [-0.1, 0.1, -0.8], [-0.1, 0.2, 0.6], [0.6, 0.3, 0.2], [0.4, 0.2, 0.3], [-0.1, 0.3, -0.2], [0.2, -0.1, 0.8], [-0.2, -2.1, -1.5], [0.4, 0.2, 0.1], [0.1, 0.7, 0.3], [1.5, -6.1, -2.3], [1.0, -0.8, 0.7], [-0.1, 1.5, -1.7], [0.4, -1.3, -0.4], [0.1, 1.0, 0.3], [0.0, 0.1, 0.3], [-0.3, 0.0, -0.6], [0.0, -0.5, 0.0], [-0.2, -0.6, 0.1], [-0.9, 0.3, -0.5], [0.8, -0.2, 0.4], [0.2, -0.1, -0.6], [1.1, -2.6, -0.9], [0.1, -0.2, 0.3], [0.5, -0.2, 0.0], [0.2, -0.3, 0.0], [-0.3, -0.1, 0.8], [-0.1, -0.1, 0.8], [-0.8, -0.1, -0.7], [0.1, -0.1, 0.0], [-0.7, 0.6, 0.3], [-1.7, -0.4, 0.1], [-3.2, -3.1, 1.4], [1.3, 0.4, -0.5], [1.0, -0.1, 0.2], [-0.2, 0.1, 0.1], [-0.8, -0.1, 0.1], [0.7, -0.1, -0.3], [-0.3, 0.0, 0.5], [-1.0, -1.3, 1.4], [-1.6, 2.9, -0.7], [-1.4, 7.1, 3.2], [-0.6, 0.6, 0.1], [0.1, 1.4, -0.2], [-0.8, -0.3, -0.5], [0.1, -0.3, 1.1], [-0.2, 0.3, 0.3], [-0.4, 0.2, 0.0]], "relative_energy_kj_mol": 701.6, "total_charge": 0, "lumo_energy_ha": 0.028, "e_tot_ha": -1041.53302, "gap_ev": 8.52}

---

3.
{"formula": "C14H38N2O8PSn4", "method": "ωB97M-V with the def2-TZVPD basis set", "species": ["Sn", "Sn", "Sn", "Sn", "P", "O", "O", "O", "O", "C", "C", "C", "O", "H", "H", "H", "H", "H", "H", "H", "H", "C", "C", "C", "O", "H", "H", "H", "H", "H", "H", "H", "H", "C", "C", "C", "O", "C", "N", "H", "H", "H", "H", "H", "H", "H", "H", "H", "H", "H", "C", "C", "C", "O", "C", "N", "H", "H", "H", "H", "H", "H", "H", "H", "H", "H", "H"], "coordinates": [[-0.4659, 5.1506, -3.4008], [2.3405, 1.9666, -5.2234], [3.0658, 2.8091, -0.3225], [-2.5780, 0.9983, -4.3316], [0.2717, 1.8675, -2.2699], [-1.0724, 2.5674, -2.3513], [1.2768, 3.0516, -2.6635], [0.2199, 0.7927, -3.4162], [0.5737, 1.1817, -0.9724], [1.6458, -3.4721, -5.0910], [1.2189, -2.3471, -4.2025], [2.4115, -1.7251, -3.4020], [0.5721, -1.2573, -4.8268], [2.0263, -4.3155, -4.5149], [2.3555, -2.9499, -5.7327], [0.8205, -3.8244, -5.7096], [0.5632, -2.8156, -3.4685], [2.1557, -1.0154, -2.6152], [3.1626, -1.1952, -3.9879], [2.8899, -2.5045, -2.8089], [0.3949, -0.5283, -4.2279], [3.5249, -2.1481, 0.7319], [2.0447, -1.7254, 0.6869], [1.0490, -2.2264, 1.7458], [2.0902, -0.3061, 0.5700], [4.0139, -1.7198, 1.6069], [4.0550, -1.6095, -0.0536], [3.7247, -3.2189, 0.7726], [1.6683, -1.9337, -0.3146], [1.4473, -3.0301, 2.3651], [0.1477, -2.6805, 1.3340], [0.5456, -1.5112, 2.3962], [1.3703, 0.0095, 0.0189], [0.3854, 1.4027, 2.6473], [-0.2776, 2.7544, 2.4662], [-0.0350, 3.7490, 3.5981], [-0.9877, 3.6258, 4.6306], [-0.8527, 2.5515, 5.5528], [0.0425, 3.2528, 1.1352], [0.4712, 0.8656, 1.7028], [-0.2083, 0.7499, 3.2872], [1.3695, 1.3553, 3.1134], [-1.3621, 2.6986, 2.3723], [-0.2713, 4.7467, 3.2281], [1.0053, 3.7489, 3.9234], [-1.3679, 2.6416, 6.5091], [0.1806, 2.2545, 5.7322], [-1.3968, 1.7575, 5.0414], [0.0599, 2.5679, 0.3930], [-0.6894, 3.7949, 0.6987], [-2.9136, 0.8213, 0.3101], [-2.4273, -0.5495, -0.2199], [-3.4085, -1.7898, 0.1150], [-3.8157, -1.9265, 1.3817], [-2.7058, -2.1389, 2.3006], [-2.1269, -0.4679, -1.6151], [-3.8160, 1.1117, -0.2279], [-2.1673, 1.5801, 0.0747], [-3.1554, 0.8981, 1.3702], [-1.5034, -0.6398, 0.3513], [-2.9360, -2.7518, -0.0836], [-4.3635, -1.7184, -0.4055], [-2.1003, -1.2419, 2.4305], [-2.0922, -3.0012, 2.0399], [-3.1553, -2.1882, 3.2924], [-1.4239, -1.1615, -1.8263], [-1.4851, 0.3116, -1.6403]], "atomic_forces_ev_per_a": [[0.2, -1.6, 1.1], [-1.0, -1.3, 1.0], [-2.0, -1.1, 0.8], [1.0, -1.0, 2.2], [0.1, -1.0, -1.4], [-2.4, 2.0, -0.9], [1.3, 0.2, -0.4], [0.2, 1.9, -0.9], [0.9, 1.4, 0.0], [-0.3, 1.2, -1.0], [1.1, 0.7, 2.2], [-0.4, -0.9, 0.9], [-0.5, -0.1, -2.1], [0.3, 0.3, -0.1], [0.6, -1.0, -0.4], [0.0, 0.0, 0.0], [-0.5, 0.3, 0.5], [-0.8, 0.2, 0.0], [0.2, -0.3, -0.8], [0.4, -0.1, -0.3], [0.4, -0.4, 0.7], [-0.3, 0.5, 0.9], [0.4, -0.5, -1.0], [-0.4, -0.7, 0.2], [0.4, 2.4, 0.6], [-0.3, -0.1, 0.5], [-0.1, -0.6, -0.5], [-0.2, 0.1, -0.4], [-0.1, -1.2, -0.1], [0.3, 0.2, 0.1], [0.2, -0.2, -0.8], [0.9, 0.6, 0.2], [-0.1, -0.3, 0.1], [-0.4, -0.8, 0.1], [-0.3, -0.9, -0.5], [-0.7, 1.2, 0.4], [0.6, 0.2, 0.4], [0.1, -0.7, -0.6], [1.5, 0.7, -2.0], [-0.1, 0.1, 0.0], [-0.2, 0.1, 0.1], [0.2, 0.6, 0.0], [-0.3, -0.6, 0.7], [0.2, 0.1, -0.2], [0.1, -0.3, 0.3], [-0.1, 0.9, -0.2], [0.1, 0.1, -0.1], [0.0, -0.8, 0.1], [0.3, -1.3, 0.7], [-0.2, 1.3, 0.8], [-0.7, -0.3, -0.9], [-2.1, 0.0, 2.8], [0.2, 0.2, -1.5], [1.1, 0.8, 3.3], [-1.5, 0.5, 0.6], [1.5, 1.0, -1.8], [-0.2, 0.1, 0.0], [0.3, 0.1, 0.0], [0.1, -0.5, 0.0], [0.5, -0.9, -0.2], [0.6, 0.0, -1.2], [0.3, 0.3, -0.8], [0.4, 0.3, -0.7], [-0.2, -0.1, 0.0], [-0.1, -0.8, -0.1], [-0.4, -1.2, -0.5], [-0.1, 0.7, 0.0]], "relative_energy_kj_mol": 203.3, "total_charge": 5, "lumo_energy_ha": -0.675, "e_tot_ha": -2463.74029, "gap_ev": 1.72}